A molecular structure, Fe2H80O44P at a distorted geometry. Source: the OMol25 dataset; level of theory: wB97M-V/def2-TZVPD.

HOMO-LUMO gap (alpha / beta): 0.3274 / 0.3025 hartree
2S+1: 9
Total charge: +1

Each line ends with the Löwdin spin population.
Geometry (Å):
Fe  18.3412  -22.3253  -8.7532  3.742
Fe  17.8364  -17.6437  -10.8972  3.703
P  18.2050  -19.8641  -9.7425  0.019
O  18.6503  -19.3506  -11.1170  0.054
O  19.2975  -20.5705  -8.9791  0.051
O  17.1363  -21.0391  -9.7388  0.050
O  17.7174  -18.4994  -9.1858  0.069
O  16.4039  -21.4566  -12.1695  0.001
H  17.1677  -21.5452  -12.7396  0.000
H  16.7662  -21.4401  -11.2837  0.000
O  16.7360  -23.6605  -8.4509  0.033
H  16.8648  -24.4462  -7.9195  0.001
H  15.8151  -23.6941  -8.7098  0.002
O  15.5059  -22.3850  -5.3549  0.000
H  15.4594  -21.7963  -4.6015  0.000
H  14.9529  -21.9709  -6.0175  0.000
O  14.0560  -23.0554  -9.4676  0.001
H  14.1833  -22.1088  -9.5316  0.000
H  14.0744  -23.3618  -10.3743  0.000
O  18.0666  -22.0621  -6.4992  0.030
H  17.2434  -22.1461  -6.0180  0.001
H  18.7020  -21.7814  -5.8407  0.001
O  19.1107  -17.6464  -7.1380  0.002
H  18.5894  -18.0657  -7.8226  0.001
H  19.9506  -18.1049  -7.1612  0.000
O  18.5471  -18.2066  -4.4441  0.000
H  19.4460  -18.4371  -4.2095  0.000
H  18.5258  -18.2650  -5.3993  0.000
O  19.9918  -23.5005  -8.2931  0.033
H  20.0826  -24.2976  -8.8153  0.001
H  20.8635  -23.3532  -7.9263  0.002
O  21.0403  -17.2065  -13.3050  0.000
H  20.8225  -17.0506  -14.2240  0.000
H  21.6642  -16.5146  -13.0856  0.000
O  16.0000  -18.4160  -11.7760  0.036
H  15.7356  -19.2726  -12.1114  0.001
H  15.1810  -18.0010  -11.5055  0.001
O  16.7902  -23.9116  -14.2268  0.000
H  15.9895  -24.4099  -14.3901  0.000
H  17.1687  -24.3148  -13.4455  0.000
O  18.6627  -23.0954  -10.7210  0.035
H  19.2422  -22.6965  -11.3701  0.001
H  18.1415  -23.7250  -11.2193  0.002
O  14.6996  -20.3579  -9.5143  0.001
H  15.6406  -20.5332  -9.5051  0.001
H  14.6164  -19.5184  -9.9665  0.000
O  22.8586  -19.0735  -9.8162  0.000
H  22.4757  -19.5382  -9.0721  0.000
H  22.3930  -18.2376  -9.8425  0.000
O  13.8514  -20.7701  -6.8660  0.000
H  12.9894  -20.4435  -6.6082  0.000
H  13.8736  -20.6642  -7.8170  0.000
O  23.6023  -23.3038  -10.7646  0.000
H  23.5026  -23.9150  -11.4945  0.000
H  22.7174  -22.9761  -10.6034  0.000
O  18.2615  -16.6912  -12.6790  0.038
H  18.8720  -16.9962  -13.3502  0.002
H  17.7554  -16.0025  -13.1099  0.003
O  19.6657  -16.7629  -15.6824  0.001
H  19.1859  -16.1237  -16.2090  0.000
H  19.1546  -17.5686  -15.7583  0.000
O  14.0891  -15.7463  -7.3070  0.000
H  14.8741  -16.0363  -7.7716  0.000
H  13.3626  -16.1107  -7.8126  0.000
O  17.2228  -25.3221  -11.9061  0.000
H  17.7040  -26.0107  -12.3649  0.000
H  16.7584  -25.7799  -11.2054  0.000
O  16.6002  -16.1289  -10.1968  0.033
H  15.8570  -15.7696  -10.6815  0.001
H  16.6724  -15.5725  -9.4213  0.002
O  18.9709  -21.0772  -13.0203  0.002
H  19.8792  -21.0405  -13.3201  0.000
H  18.9379  -20.4713  -12.2800  0.001
O  16.0327  -18.5388  -7.2685  0.002
H  15.4569  -19.3015  -7.3235  0.000
H  16.6288  -18.6340  -8.0113  0.001
O  22.4838  -23.0853  -7.2235  0.001
H  22.9622  -22.3567  -7.6191  0.000
H  23.1152  -23.4934  -6.6309  0.000
O  16.9038  -15.5492  -7.3958  0.000
H  17.6070  -15.0140  -7.0278  0.000
H  17.1164  -16.4428  -7.1267  0.000
O  21.3547  -22.0798  -13.5765  0.000
H  22.1372  -22.2493  -14.1010  0.000
H  21.6275  -21.4120  -12.9473  0.000
O  19.5801  -16.5556  -10.1279  0.032
H  20.0799  -16.8314  -9.3595  0.001
H  20.0029  -15.7449  -10.4109  0.002
O  22.5797  -18.2913  -5.7949  0.000
H  21.8965  -18.3512  -5.1272  0.000
H  22.3062  -18.9078  -6.4741  0.000
O  21.0035  -19.6407  -12.1443  0.001
H  21.1851  -18.8085  -12.5811  0.000
H  20.2540  -19.4560  -11.5782  0.001
O  19.3726  -14.8253  -6.7419  0.000
H  19.4639  -15.7236  -7.0595  0.000
H  20.2066  -14.4083  -6.9583  0.000
O  14.9386  -17.4677  -4.8314  0.000
H  15.3392  -17.9849  -5.5302  0.000
H  14.5733  -16.7036  -5.2775  0.000
O  21.4437  -20.0359  -7.6810  0.000
H  21.2885  -20.7398  -7.0511  0.000
H  20.7052  -20.0897  -8.2876  0.000
O  14.5501  -19.9369  -14.2738  0.000
H  15.2202  -20.6189  -14.3199  0.000
H  13.8089  -20.3578  -13.8382  0.000
O  17.9427  -20.0025  -15.5441  0.000
H  17.4342  -20.8077  -15.6403  0.000
H  18.3310  -20.0666  -14.6716  0.000
O  19.0160  -22.8432  -15.4667  0.000
H  18.1455  -23.1680  -15.2368  0.000
H  19.4176  -22.6181  -14.6274  0.000
O  20.3098  -21.6062  -4.9796  0.000
H  20.9605  -21.2242  -4.3906  0.000
H  20.4132  -22.5515  -4.8708  0.000
O  13.4674  -17.8302  -10.7181  0.000
H  12.9992  -17.8578  -9.8836  0.000
H  12.9934  -17.1810  -11.2378  0.000
O  21.5897  -21.5237  -10.3604  0.000
H  21.6951  -20.7411  -10.9014  0.000
H  20.8881  -21.2999  -9.7489  0.000
O  20.7247  -24.1825  -12.2520  0.001
H  20.9979  -23.3039  -12.5160  0.000
H  20.8114  -24.7096  -13.0463  0.000
O  14.2212  -23.3660  -12.0802  0.000
H  13.5544  -22.7262  -12.3295  0.000
H  15.0394  -23.0055  -12.4221  0.000